# 1
A structure of composition C27H45BrN2OP2Pt at a distorted geometry. Source: the Open Molecules 2025 dataset; level of theory: ωB97M-V/def2-TZVPD.

XYZ file:
```
79
Properties=species:S:1:pos:R:3:forces:R:3
N -5.13883 3.39021 -5.24817 2.9 -2.3 2.6
C -4.93503 3.79611 -3.99577 -1.3 1.5 0.0
C -4.06165 3.13620 -3.12877 0.6 -0.9 -0.3
C -3.31675 2.02236 -3.59322 -1.5 0.3 -1.7
C -3.54014 1.62580 -4.93916 -0.1 0.8 1.0
C -4.47563 2.33021 -5.71250 -0.6 0.0 -1.8
C -2.26071 1.43951 -2.77811 0.7 0.2 -0.2
Pt -0.06783 0.06453 -2.37646 -0.5 -2.8 1.3
P 2.05342 -0.25785 -1.98021 5.6 -0.2 -0.5
C -0.92856 1.63843 -3.21197 -0.2 2.2 0.2
C -0.03020 2.43876 -2.26106 -1.0 0.8 -0.9
C 0.93661 3.16478 -2.99176 0.5 0.6 0.0
C 1.34169 4.40992 -2.54644 -0.1 -1.1 -0.9
C 0.78631 4.88412 -1.34360 0.4 0.8 0.6
C 0.10030 4.02903 -0.46166 -0.8 -1.5 0.0
C -0.38131 2.81340 -0.94423 0.4 0.7 0.6
Br 0.91060 6.65513 -0.92578 0.2 -0.1 0.0
H -2.43273 1.04428 -1.77859 -0.4 0.6 0.2
H -0.71236 1.89704 -4.24266 -0.3 -0.1 -0.1
H -3.89918 3.51815 -2.12245 -0.3 0.1 -0.3
H -2.99328 0.78854 -5.36864 -0.4 0.2 -0.2
H -5.46874 4.69037 -3.65854 0.1 -0.2 -0.1
H -4.67013 2.03539 -6.74888 0.0 0.0 0.2
H 1.24291 2.71790 -3.94171 0.2 0.6 0.2
H -0.99958 2.14830 -0.33480 0.1 0.3 0.1
H 2.03355 5.01145 -3.11899 -0.1 0.1 -0.1
H -0.09859 4.33045 0.56080 -0.2 0.1 -0.1
P -0.91026 -2.02008 -1.95521 -1.9 -3.3 1.0
C 3.02932 1.19085 -1.41613 -0.6 0.6 0.3
C 4.55017 1.07600 -1.45329 0.5 -0.3 0.0
H 2.69937 1.39453 -0.38555 0.0 0.0 -0.2
H 2.70340 2.04884 -2.02303 0.2 -0.3 0.2
H 5.00668 1.94539 -0.96028 -0.3 -0.2 -0.2
H 4.88661 0.18612 -0.90696 0.0 0.4 -0.2
H 4.94034 1.03114 -2.47686 -0.1 0.1 0.3
C 2.99265 -0.94007 -3.42304 -0.9 0.5 -0.4
C 4.31385 -1.68018 -3.22679 0.4 -0.2 0.2
H 3.15070 -0.06710 -4.07586 -0.1 -0.2 0.0
H 2.26226 -1.59274 -3.92148 0.2 0.1 -0.2
H 4.69425 -1.97483 -4.21084 -0.2 0.1 0.1
H 5.09356 -1.07063 -2.76284 -0.3 -0.2 -0.1
H 4.20840 -2.59932 -2.64561 -0.1 0.1 -0.1
C 2.28376 -1.52094 -0.65272 -1.5 -0.1 0.4
C 3.58968 -1.68860 0.11613 0.8 0.2 -0.1
H 2.00245 -2.48461 -1.10269 0.0 0.3 0.0
H 1.49699 -1.23120 0.05814 0.1 -0.4 0.1
H 3.50230 -2.58762 0.74055 -0.2 0.2 -0.2
H 4.46319 -1.83769 -0.53119 -0.3 0.0 0.2
H 3.78844 -0.85674 0.79289 0.0 0.0 -0.1
C -0.71394 -2.62596 -0.20811 0.9 0.9 0.4
C -1.57418 -3.79695 0.24667 -0.5 -0.3 -0.3
H -0.89050 -1.74452 0.43010 0.1 -0.2 0.0
H 0.33913 -2.90242 -0.09703 -0.3 0.1 0.0
H -2.60602 -3.49231 0.43486 0.1 -0.1 -0.1
H -1.57362 -4.63081 -0.46259 0.0 0.1 0.1
H -1.17111 -4.18200 1.18948 0.0 0.2 -0.2
C -0.25812 -3.43793 -2.93193 0.5 0.4 -0.2
C -0.38258 -3.34244 -4.44946 0.0 -0.2 -0.1
H -0.77502 -4.33531 -2.56096 0.0 0.3 0.1
H 0.79385 -3.54545 -2.62582 -0.2 0.0 -0.1
H -1.41397 -3.48809 -4.78882 0.2 0.1 0.1
H -0.01742 -2.38495 -4.83050 0.0 -0.1 0.0
H 0.22610 -4.14294 -4.89017 -0.2 0.3 0.0
C -2.72515 -2.11985 -2.12805 -0.2 0.2 -0.5
C -3.49111 -1.31752 -1.07244 -0.3 0.4 0.2
H -3.01294 -3.18128 -2.07515 0.3 0.2 -0.1
H -2.95574 -1.77443 -3.14432 -0.1 -0.2 0.1
H -4.20711 -0.65252 -1.57190 0.0 -0.2 0.2
H -4.06842 -1.97210 -0.40223 0.2 0.3 -0.3
H -2.84223 -0.69572 -0.43504 -0.1 -0.2 -0.1
C -0.57847 1.28052 3.33909 0.0 0.1 -0.2
C -1.45506 0.41337 2.46606 -0.6 -0.5 0.8
N -2.35558 -0.34510 3.14160 0.3 0.4 -0.7
O -1.36183 0.34878 1.22953 0.2 0.2 -0.1
H -1.14651 1.73446 4.16232 0.2 -0.2 -0.2
H -0.14241 2.07117 2.72433 0.0 -0.1 0.1
H 0.23645 0.67656 3.76342 -0.2 0.1 -0.1
H -3.00808 -0.90266 2.60202 0.1 0.1 0.3
H -2.51298 -0.23370 4.13555 0.1 -0.1 -0.2
```
Positions in Å, forces in eV/Å.

Output
multiplicity = 5
E_LUMO (alpha / beta) = -13.2 / -15.7 eV
gap between HOMO and LUMO (alpha / beta) = 0.1881 / 0.1380 Eh
calculated total energy = -125577.6173 eV
total charge = +4

# 2
A structure of composition C43H64N3O2RuSe at a distorted geometry. Source: the Open Molecules 2025 dataset; level of theory: ωB97M-V/def2-TZVPD.

XYZ file:
```
114
Properties=species:S:1:pos:R:3:forces:R:3
Ru 0.59785 1.79578 1.27807 0.5 -0.9 0.1
C 4.28808 -2.87469 -4.46477 -0.1 0.1 0.0
C 2.98473 -2.07324 -4.39105 0.0 0.0 -0.1
C 2.96529 -1.09183 -5.57350 0.0 -0.1 0.0
C 1.81374 -3.05812 -4.51789 0.1 0.1 0.0
C 2.86137 -1.28360 -3.09230 0.0 0.0 0.1
C 1.69406 -0.59745 -2.79228 0.0 0.0 -0.1
C 1.58250 0.11105 -1.61417 0.1 0.4 0.5
Se -0.06621 1.04651 -1.23966 0.3 -0.4 -0.2
C -1.08119 -0.47064 -0.60703 0.0 0.3 0.3
C -1.61969 -1.32666 -1.54612 0.0 0.0 0.0
C -2.37876 -2.42133 -1.15668 0.0 0.0 0.0
C -2.59435 -2.58782 0.20952 0.0 -0.1 -0.1
C -2.08829 -1.73887 1.18350 0.3 0.4 0.2
C -1.28123 -0.63605 0.77853 -0.4 -0.6 -0.7
O -0.76926 0.20065 1.65534 1.0 1.2 0.3
C -2.35790 -1.97422 2.67442 0.1 0.1 0.0
C -1.02146 -2.21667 3.39705 -0.1 0.0 0.0
C -3.06418 -0.74485 3.27464 0.0 -0.1 0.0
C -3.25680 -3.18895 2.91476 0.1 0.1 0.0
C -2.94426 -3.36307 -2.21591 0.0 0.0 -0.1
C -3.73379 -4.52490 -1.60902 0.1 0.1 0.0
C -3.88651 -2.56916 -3.13492 0.0 -0.1 0.1
C -1.78882 -3.94869 -3.04135 -0.1 0.0 0.0
C 2.62713 0.24287 -0.66924 -0.1 -0.5 -1.1
O 2.45888 0.98265 0.40137 -0.6 0.6 1.2
C 3.83341 -0.46103 -0.97937 -0.2 0.2 0.3
C 3.88946 -1.19381 -2.15719 0.0 0.0 -0.2
C 4.99503 -0.55453 0.01714 0.0 0.0 0.0
C 4.54601 -1.55303 1.09978 0.0 0.1 0.0
C 6.28108 -1.10060 -0.61743 -0.1 0.0 0.1
C 5.35411 0.81683 0.61205 -0.1 -0.1 0.0
H 4.30552 -3.45297 -5.38979 0.0 0.0 0.0
H 4.37275 -3.57024 -3.62824 0.0 0.0 0.0
H 5.15572 -2.21328 -4.46775 0.1 0.0 0.0
H 3.05402 -1.63596 -6.51685 0.0 0.0 0.0
H 3.80272 -0.39659 -5.49589 0.0 0.0 0.0
H 2.04295 -0.51033 -5.59444 0.0 0.0 0.0
H 1.93217 -3.66890 -5.41557 0.0 0.0 0.0
H 0.85863 -2.53760 -4.58914 0.0 0.0 0.0
H 1.77697 -3.72015 -3.65129 0.0 0.0 0.0
H 0.85013 -0.60305 -3.47375 0.0 0.0 0.0
H -1.43538 -1.12075 -2.59398 0.0 0.0 0.0
H -3.19104 -3.42805 0.53128 0.0 0.0 0.0
H -0.36578 -1.35885 3.27485 0.1 0.0 0.0
H -0.52045 -3.09432 2.98405 0.0 0.0 0.0
H -1.18857 -2.37932 4.46459 0.0 0.0 0.0
H -2.45020 0.14727 3.18276 0.0 0.0 0.0
H -3.27306 -0.91466 4.33353 0.0 0.0 0.0
H -4.01152 -0.56763 2.76052 0.0 0.0 0.0
H -2.78838 -4.10902 2.56108 0.0 0.0 0.0
H -4.22244 -3.06630 2.42103 0.0 -0.1 0.0
H -3.43879 -3.29511 3.98514 0.0 0.0 0.0
H -4.58467 -4.16497 -1.02839 0.0 0.0 0.0
H -3.10004 -5.14009 -0.96820 0.0 0.0 0.0
H -4.11756 -5.15802 -2.41025 0.0 0.0 0.0
H -4.70160 -2.13629 -2.55216 0.0 0.0 0.0
H -4.31447 -3.22486 -3.89633 0.0 0.0 0.0
H -3.36085 -1.75777 -3.63890 0.0 0.0 0.0
H -1.08883 -4.47616 -2.39150 0.0 0.0 0.0
H -1.23963 -3.16855 -3.56789 0.0 0.0 0.0
H -2.17130 -4.65413 -3.78235 0.0 0.0 0.0
H 4.79831 -1.73637 -2.36356 0.0 0.0 0.0
H 4.48340 -2.55325 0.66759 0.0 0.0 0.0
H 3.55672 -1.30153 1.47670 0.0 0.0 0.0
H 5.25297 -1.57818 1.93364 0.0 0.0 0.0
H 6.18092 -2.14662 -0.90891 0.0 0.0 0.0
H 7.08894 -1.04097 0.11401 0.0 0.0 0.0
H 6.56798 -0.51268 -1.49073 0.0 0.0 0.0
H 4.47592 1.33398 0.97924 0.0 0.0 0.0
H 5.81151 1.44098 -0.15870 0.0 0.0 0.0
H 6.06798 0.69842 1.43136 0.1 0.0 0.0
C 2.94959 2.62920 3.55096 0.1 0.1 -0.1
N 1.96278 1.56380 3.37604 -0.2 -0.1 -0.1
C 2.61136 0.26475 3.48950 0.1 -0.1 0.0
C 0.85517 1.70077 4.32366 -0.2 0.0 0.0
C 0.04290 2.92976 3.98799 0.1 0.1 0.0
C -0.67763 3.58433 4.97825 0.0 0.0 0.0
C -1.41432 4.71944 4.67568 0.0 0.0 0.0
C -1.38763 5.22621 3.38618 0.1 0.1 0.0
C -0.64564 4.58205 2.40387 0.0 0.0 -0.1
C 0.05382 3.40406 2.66639 -0.2 -0.5 -0.3
H 3.51590 2.49129 4.48157 0.0 0.0 0.0
H 2.45322 3.59557 3.58071 0.0 0.0 0.0
H 3.64034 2.62225 2.70797 0.0 0.0 0.0
H 3.40777 0.20899 2.75379 0.0 0.0 0.0
H 1.89093 -0.52984 3.29163 0.0 0.0 0.0
H 3.04580 0.11431 4.48792 -0.1 0.0 0.0
H 1.22253 1.74146 5.35996 0.0 0.0 0.0
H 0.22178 0.81145 4.23147 0.1 0.0 0.0
H -0.66162 3.20218 5.99317 0.0 0.0 0.0
H -1.99205 5.21241 5.44668 0.0 0.0 0.0
H -1.94212 6.12429 3.14275 0.0 0.0 0.0
H -0.60789 5.02857 1.41602 -0.1 -0.1 0.0
C -3.39914 2.29377 -1.87335 0.0 0.1 0.0
C -4.42235 3.45977 -1.75496 0.1 0.0 0.0
N -4.04981 4.33950 -0.64869 -0.2 0.2 0.0
C -2.72452 4.89635 -0.89561 0.0 -0.1 0.0
C -1.70150 3.74149 -1.02959 0.0 -0.1 0.0
N -2.37511 2.45399 -0.84221 -0.1 0.1 0.1
C -3.01006 2.41109 0.47875 0.0 0.1 0.0
C -4.02750 3.57669 0.59791 0.0 0.0 0.0
H -2.90300 2.29091 -2.84703 0.0 0.0 0.0
H -3.87282 1.32035 -1.72848 0.0 0.0 0.0
H -5.43083 3.08714 -1.56635 0.0 0.0 0.0
H -4.44652 4.05926 -2.66726 0.0 0.0 0.0
H -2.47781 5.55934 -0.06372 0.0 0.0 0.0
H -2.76646 5.49491 -1.80783 0.0 0.0 0.0
H -0.89690 3.80605 -0.28628 -0.1 0.1 -0.1
H -1.23411 3.72765 -2.01742 0.0 0.0 0.0
H -2.22644 2.48218 1.23757 -0.1 0.0 0.0
H -3.49633 1.43917 0.58587 0.1 0.0 0.0
H -3.75661 4.25441 1.41019 0.0 0.0 0.0
H -5.03883 3.20906 0.78325 0.0 0.0 0.1
```
Positions in Å, forces in eV/Å.

Output
multiplicity = 6
E_LUMO (alpha / beta) = 0.5 / -1.5 eV
gap between HOMO and LUMO (alpha / beta) = 0.2924 / 0.2164 Eh
calculated total energy = -122121.1930 eV
total charge = 0

# 3
A cluster of 2 separate species, C3H7N2 in total at a distorted geometry. Source: the Open Molecules 2025 dataset; level of theory: ωB97M-V/def2-TZVPD.

XYZ file:
```
12
Properties=species:S:1:pos:R:3:forces:R:3
C -2.44174 -0.18338 -0.07948 3.0 1.2 1.0
C -1.29495 0.10388 0.20310 0.5 -0.3 -1.3
C 0.16495 0.31670 0.28447 -1.7 -3.7 2.8
N 0.69797 1.46136 -0.12602 -2.6 -0.2 0.0
N 0.97521 -1.00019 -0.33826 1.3 1.7 1.1
H -3.46597 -0.10952 -0.13442 -1.8 -0.5 -0.3
H 0.22793 -0.35596 2.03862 0.4 1.4 -3.1
H 1.66168 1.48299 -0.18399 2.0 1.0 -0.2
H 0.03286 2.15900 -0.47388 1.0 -0.1 0.2
H 0.44303 -1.79731 -0.07608 -0.8 -1.0 0.2
H 1.86114 -1.06577 0.26105 -1.2 0.1 -1.5
H 1.13791 -1.01178 -1.37511 0.0 0.2 1.0
```
Positions in Å, forces in eV/Å.

Output
E_LUMO = -4.5 eV
gap between HOMO and LUMO = 0.3364 Eh
calculated total energy = -6192.3890 eV
total charge = +1

# 4
The molecule C5H6O2S at a distorted geometry. Source: the Open Molecules 2025 dataset; level of theory: ωB97M-V/def2-TZVPD.

XYZ file:
```
14
Properties=species:S:1:pos:R:3:forces:R:3
C 0.12391 1.71723 -0.01357 -0.8 1.9 -1.5
C -0.17754 0.23213 -0.20318 0.1 1.8 2.3
C -2.07631 -1.05497 0.18160 -2.9 0.1 0.5
C 0.67072 -0.80188 -0.40958 0.2 -1.4 0.9
C 2.18773 -0.72364 0.11783 0.4 -4.0 -2.5
H -0.73649 2.02880 -0.73281 1.9 0.5 0.5
H 1.10443 2.29948 -0.18462 -1.2 -1.9 -0.7
H -0.20413 2.31170 0.85548 -0.3 -1.4 0.5
H -1.28820 -1.93349 0.54807 -2.4 2.5 -1.1
H 0.24595 -1.86287 -0.67937 1.3 2.2 0.5
H 2.55248 0.19723 0.52926 -0.2 0.8 0.4
O -1.65040 0.22342 0.02501 5.2 -2.3 -1.0
O 2.99089 -1.69218 0.01340 -3.2 3.2 0.5
S -3.74306 -0.94098 -0.04753 1.9 -2.1 0.6
```
Positions in Å, forces in eV/Å.

Output
E_LUMO = -0.7 eV
gap between HOMO and LUMO = 0.3032 Eh
calculated total energy = -20208.0160 eV
structure (SMILES) = C/C(=C\C=O)OC=S
total charge = 0